1.
{"formula": "C35H44N3O", "method": "the ωB97M-V functional and the def2-TZVPD basis", "species": ["C", "C", "C", "C", "C", "C", "C", "C", "C", "C", "C", "C", "N", "C", "C", "C", "C", "C", "C", "N", "C", "C", "C", "C", "C", "N", "C", "C", "O", "C", "C", "C", "C", "C", "C", "C", "C", "C", "C", "H", "H", "H", "H", "H", "H", "H", "H", "H", "H", "H", "H", "H", "H", "H", "H", "H", "H", "H", "H", "H", "H", "H", "H", "H", "H", "H", "H", "H", "H", "H", "H", "H", "H", "H", "H", "H", "H", "H", "H", "H", "H", "H", "H"], "coordinates": [[5.240958, -0.102872, 2.687046], [3.805715, -0.210031, 2.272519], [3.505375, -0.997522, 1.154967], [2.237171, -0.963512, 0.516113], [1.191046, -0.185080, 1.116381], [-0.247518, -0.168336, 0.648446], [-0.471568, -1.505233, -0.120656], [-1.026313, -2.790934, 0.229928], [-1.340103, -3.451406, 1.589743], [-0.015966, -3.891690, 2.244457], [-2.280974, -4.650999, 1.414679], [-1.999020, -2.412443, 2.508979], [-1.026947, -3.637605, -0.887201], [-0.510015, -2.956243, -1.993532], [-0.412034, -3.379040, -3.326529], [0.188879, -2.437356, -4.194841], [0.678527, -1.210076, -3.713344], [0.554720, -0.814090, -2.375233], [-0.129392, -1.658682, -1.514171], [-0.692594, 1.185030, 0.074624], [-2.254194, 1.655191, 0.281873], [-3.228128, 1.206879, -0.859793], [-2.912952, 1.868276, -2.205335], [-4.665265, 1.555757, -0.414529], [-3.148025, -0.287691, -0.971889], [-2.143398, 3.078492, 0.410009], [-3.278230, 4.010308, 0.637743], [-0.881522, 3.607446, 0.407871], [-0.646926, 4.806109, 0.530268], [0.124293, 2.513374, 0.219163], [0.879807, 2.775951, -1.115923], [2.335949, 2.420881, -1.000862], [3.074600, 2.930376, 0.090802], [4.405611, 2.524030, 0.275381], [5.002176, 1.667501, -0.627232], [4.304627, 1.203708, -1.739226], [2.977716, 1.630835, -1.947531], [1.501050, 0.625922, 2.236865], [2.785207, 0.575383, 2.792233], [5.294170, 0.241181, 3.706504], [5.697272, -1.085771, 2.664461], [5.903459, 0.545571, 2.098150], [4.294218, -1.574786, 0.658355], [2.056929, -1.684526, -0.320109], [-1.030610, -0.167653, 1.416081], [0.665485, -3.028679, 2.353505], [-0.175831, -4.353093, 3.236414], [0.487058, -4.640266, 1.622923], [-3.174711, -4.360779, 0.859594], [-1.793709, -5.492605, 0.922428], [-2.610736, -5.018554, 2.391360], [-2.841629, -1.921909, 1.987154], [-2.410208, -2.914494, 3.405982], [-1.279511, -1.629660, 2.831535], [-1.433410, -4.586956, -0.904501], [-0.759380, -4.387623, -3.652618], [0.349295, -2.713236, -5.232494], [1.153591, -0.504606, -4.402752], [0.948509, 0.123507, -1.977197], [-0.660691, 1.152195, -1.005694], [-2.658743, 1.267170, 1.237720], [-1.893888, 1.646514, -2.548260], [-3.607071, 1.467588, -2.958876], [-3.062851, 2.959851, -2.197686], [-4.810164, 1.321028, 0.653231], [-4.965868, 2.601874, -0.599751], [-5.385810, 0.940543, -0.976284], [-3.190480, -0.753086, 0.012409], [-3.994973, -0.653726, -1.555262], [-2.260484, -0.607835, -1.500279], [-2.954272, 4.988398, 1.087435], [-3.774251, 4.292438, -0.341048], [-4.049521, 3.578725, 1.333918], [0.776930, 2.570316, 1.093207], [0.370656, 2.303656, -1.987377], [0.797147, 3.857690, -1.316303], [2.598195, 3.617345, 0.797562], [4.945782, 2.901561, 1.150409], [6.021000, 1.329884, -0.469691], [4.754200, 0.533619, -2.462252], [2.427471, 1.337543, -2.853955], [0.702500, 1.141827, 2.791296], [3.052569, 1.229210, 3.618452]], "forces_ev_per_a": [[0.1, -0.3, 0.6], [-0.1, 0.2, -1.7], [-1.0, 0.3, -1.1], [-0.2, -0.4, 1.3], [0.9, 0.8, 0.5], [-0.7, -2.0, 0.9], [-1.2, -1.5, -1.0], [0.8, 0.7, 0.1], [0.1, 0.8, -0.1], [0.3, -0.1, -0.1], [-0.1, 0.2, 0.2], [-0.3, 0.2, 0.2], [0.1, 0.9, 0.1], [-0.6, 0.0, 0.8], [0.5, 0.7, -0.1], [-0.2, -0.8, 0.7], [0.1, 0.7, 0.2], [-0.5, -0.1, -0.8], [0.1, -0.9, -0.1], [-1.4, 2.0, -3.7], [-0.1, -0.2, 0.1], [0.2, 0.6, 0.3], [-0.2, 0.2, 0.0], [-0.5, 0.2, 0.0], [-0.4, -0.5, -0.4], [0.4, 1.4, 0.3], [-1.0, 0.5, -0.1], [-1.5, 1.3, 0.3], [0.3, -1.8, -0.2], [0.1, -0.2, -0.8], [0.1, 0.6, 0.2], [0.7, 0.3, 0.3], [0.2, -0.7, -0.4], [-0.9, 0.8, 0.4], [0.2, -0.6, -0.4], [-0.8, 0.7, -0.1], [0.4, -0.4, 0.0], [0.4, -1.4, 0.2], [0.0, 0.6, 0.2], [0.2, 0.2, 0.5], [0.1, -0.2, 0.0], [-0.6, 0.0, -0.2], [-0.3, 0.1, 0.4], [0.1, 1.1, 0.8], [1.0, -0.6, 0.8], [-0.3, -0.4, 0.0], [-0.1, 0.3, -0.4], [0.0, 0.1, 0.0], [0.0, -0.1, 0.0], [0.0, 0.0, -0.1], [0.1, 0.1, -0.1], [0.2, -0.2, 0.3], [0.3, 0.3, -0.4], [-0.4, -0.5, -0.1], [0.5, 1.1, 0.1], [0.4, 1.0, 0.2], [-0.1, 0.2, 0.1], [-0.1, -0.4, 0.1], [0.0, -0.3, -0.5], [-0.2, -0.6, 1.9], [0.6, -0.4, -0.3], [-0.1, 0.0, -0.1], [0.3, 0.0, 0.2], [0.2, -0.4, 0.1], [-0.1, 0.1, -0.3], [0.3, -0.6, 0.2], [0.4, 0.1, 0.2], [0.0, -0.2, 0.0], [0.0, 0.0, 0.1], [0.2, -0.1, 0.0], [0.3, -1.3, -0.4], [0.6, -0.5, 1.1], [0.9, 0.2, -0.8], [0.0, -0.6, -0.3], [0.3, 0.1, 0.6], [0.0, -0.3, 0.2], [0.2, -0.2, -0.2], [-0.1, -0.2, -0.4], [0.0, 0.1, 0.0], [0.1, 0.1, 0.1], [0.4, 0.0, 0.5], [0.4, -0.1, -0.4], [-0.3, -0.1, 0.1]], "homo_ev": -10.56, "homo_lumo_gap_ev": 8.44, "spin_multiplicity": 1, "charge": 1, "lumo_ha": -0.0776}



2.
{"formula": "C35H44N8OPSV", "method": "the ωB97M-V functional and the def2-TZVPD basis", "species": ["V", "C", "C", "C", "C", "C", "C", "C", "P", "C", "C", "C", "C", "C", "C", "C", "C", "C", "C", "C", "C", "C", "C", "H", "H", "H", "H", "H", "H", "H", "H", "H", "H", "H", "H", "H", "H", "H", "H", "H", "H", "H", "H", "N", "C", "S", "N", "C", "C", "C", "C", "C", "C", "H", "H", "H", "H", "H", "H", "H", "H", "N", "C", "N", "O", "H", "H", "H", "H", "C", "N", "C", "N", "C", "N", "C", "N", "C", "C", "H", "H", "H", "H", "H", "H", "H", "H", "H", "H", "H", "H"], "coordinates": [[0.234153, -0.588341, 0.583678], [3.067743, -0.033675, -2.217522], [4.160868, -0.667050, -1.385658], [5.293910, -1.148588, -2.032586], [6.348942, -1.708945, -1.327835], [6.288679, -1.796133, 0.053794], [5.168199, -1.322821, 0.720690], [4.102546, -0.765169, 0.012336], [2.648087, -0.082989, 0.866686], [2.952903, -0.389980, 2.642803], [2.827661, -1.751263, 2.951069], [2.936480, -2.230378, 4.242215], [3.154184, -1.321165, 5.272276], [3.267567, 0.027715, 4.981660], [3.180092, 0.528638, 3.674960], [3.368172, 2.018179, 3.476825], [2.674510, 1.663607, 0.433908], [3.843369, 2.426835, 0.407513], [3.779422, 3.768391, 0.084873], [2.544765, 4.344759, -0.218439], [1.396255, 3.570535, -0.252477], [1.449545, 2.206709, 0.042626], [0.241066, 1.317157, -0.156198], [2.983794, -0.532425, -3.184160], [3.272643, 1.022556, -2.406812], [2.087862, -0.074693, -1.737628], [5.348041, -1.079793, -3.113641], [7.219700, -2.072401, -1.859390], [7.109030, -2.224612, 0.614301], [5.136776, -1.382901, 1.798675], [2.675197, -2.464174, 2.144811], [2.867591, -3.293123, 4.440165], [3.250848, -1.663249, 6.295659], [3.459222, 0.729401, 5.787184], [3.406551, 2.516876, 4.444742], [2.576699, 2.478978, 2.882881], [4.304043, 2.237443, 2.961061], [4.799316, 1.967713, 0.643050], [4.680235, 4.369243, 0.068680], [2.488277, 5.398915, -0.462518], [0.453591, 4.015470, -0.551881], [0.165336, 1.027189, -1.225417], [-0.694881, 1.832105, 0.051839], [-3.251946, 0.304498, 2.591697], [-3.289791, -0.678422, 1.675584], [-2.368229, -0.573151, 0.231346], [-4.075010, -1.712004, 1.947518], [-4.314302, -2.872895, 1.124579], [-4.785244, -2.739571, -0.171012], [-5.079946, -3.884297, -0.898159], [-4.918339, -5.143388, -0.327833], [-4.452866, -5.259682, 0.975148], [-4.146371, -4.118295, 1.706473], [-2.837718, 1.175018, 2.302734], [-3.936275, 0.349288, 3.331503], [-4.573585, -1.701293, 2.827011], [-4.944341, -1.757939, -0.598976], [-5.461073, -3.788784, -1.907036], [-5.166825, -6.031408, -0.896201], [-4.335703, -6.235663, 1.428654], [-3.794379, -4.199246, 2.730355], [-0.176151, 1.503613, 3.559173], [-0.177564, 0.173435, 3.532062], [-0.381846, -0.543708, 4.625595], [-0.001788, -0.419179, 2.420067], [-0.169603, 2.013283, 4.427656], [0.107652, 1.992929, 2.723384], [-0.377381, -0.120790, 5.539033], [-0.243891, -1.539503, 4.568647], [1.692721, -2.979612, -0.839074], [0.319883, -2.456324, -0.417057], [-0.615532, -2.746642, -1.598841], [-0.621018, -4.143878, -1.944934], [0.732825, -4.571761, -2.308030], [1.665331, -4.373321, -1.193116], [1.194513, -5.153072, -0.046070], [-0.158189, -4.746042, 0.367649], [-0.143418, -3.353640, 0.735732], [-1.064986, -4.922010, -0.781641], [2.381120, -2.825995, -0.014670], [2.019277, -2.382285, -1.684821], [-0.261247, -2.148096, -2.437205], [-1.615020, -2.434918, -1.317448], [1.074294, -4.000041, -3.170308], [0.715473, -5.627509, -2.571852], [1.882627, -5.020877, 0.790074], [1.175732, -6.206826, -0.317348], [0.545190, -3.204078, 1.571268], [-1.148139, -3.039922, 1.019325], [-2.069738, -4.612701, -0.495525], [-1.081873, -5.977339, -1.048904]], "forces_ev_per_a": [[-0.8, 0.3, -0.9], [0.1, 0.0, 0.0], [-0.1, 0.0, -0.1], [0.0, 0.0, -0.1], [0.0, 0.0, 0.0], [-0.1, 0.0, 0.0], [0.0, 0.0, -0.1], [0.0, 0.0, 0.1], [0.4, 0.0, 0.0], [0.0, 0.0, 0.0], [0.0, -0.1, 0.0], [0.0, 0.1, 0.1], [0.0, 0.0, 0.0], [0.0, 0.1, 0.0], [0.0, 0.1, 0.0], [0.0, -0.1, 0.1], [0.1, 0.0, 0.0], [0.0, 0.0, 0.0], [-0.1, 0.1, 0.0], [0.1, 0.0, 0.0], [0.0, 0.1, 0.0], [-0.2, -0.1, -0.1], [0.5, 0.0, 0.1], [0.0, 0.0, 0.0], [0.0, 0.0, 0.0], [0.0, 0.0, 0.0], [0.0, 0.0, 0.0], [0.0, 0.0, 0.0], [0.0, 0.0, 0.0], [0.0, 0.0, 0.0], [0.0, 0.0, 0.0], [0.0, 0.0, 0.0], [0.0, 0.0, 0.0], [0.0, 0.0, 0.0], [0.0, 0.0, 0.0], [0.0, -0.1, 0.1], [0.0, -0.1, 0.1], [-0.1, 0.0, 0.0], [0.0, 0.0, 0.0], [0.0, -0.1, 0.0], [0.0, 0.0, 0.0], [0.0, 0.0, 0.0], [-0.1, 0.1, 0.0], [0.1, 0.1, -0.1], [0.1, -0.1, 0.0], [0.0, 0.1, 0.1], [0.0, -0.2, -0.2], [0.1, 0.1, 0.2], [-0.1, 0.0, -0.1], [0.0, 0.0, 0.0], [0.0, 0.1, 0.0], [0.0, 0.0, 0.0], [0.0, -0.2, 0.0], [0.0, 0.0, 0.0], [0.0, 0.0, 0.0], [-0.1, 0.0, 0.0], [0.0, -0.1, 0.0], [0.0, 0.0, 0.0], [0.0, 0.1, 0.0], [0.0, 0.0, 0.0], [0.0, 0.0, -0.1], [-0.1, 0.4, 0.2], [0.4, -0.3, -1.1], [-0.1, -0.1, 0.4], [-0.4, 0.2, 1.5], [0.0, 0.0, 0.0], [0.0, 0.0, 0.0], [0.0, 0.0, 0.0], [0.0, 0.0, 0.0], [-0.4, 0.0, 0.1], [0.1, -0.6, -0.1], [0.3, 0.0, 0.2], [0.1, 0.0, 0.2], [0.0, 0.0, 0.0], [-0.2, 0.0, 0.1], [-0.1, 0.0, 0.0], [0.1, 0.1, -0.2], [0.1, -0.1, -0.4], [0.1, 0.0, 0.0], [0.1, 0.0, 0.1], [0.0, 0.0, -0.1], [0.0, 0.0, -0.1], [-0.1, 0.0, 0.0], [0.0, 0.0, 0.0], [0.0, 0.0, 0.0], [0.0, 0.0, 0.0], [0.0, 0.0, 0.0], [0.1, 0.0, 0.0], [-0.1, 0.0, 0.0], [-0.1, 0.0, 0.0], [0.0, 0.0, 0.0]], "homo_ev": [-13.48, -13.50], "homo_lumo_gap_ev": [8.27, 8.54], "spin_multiplicity": 3, "s_squared": 2.035, "charge": 2, "lumo_ha": [-0.1914, -0.1821]}